(1)
{
  "formula": "C3H11N3PS",
  "method": "ωB97M-V/def2-TZVPD",
  "species": ["C", "C", "C", "N", "N", "N", "P", "S", "H", "H", "H", "H", "H", "H", "H", "H", "H", "H", "H"],
  "xyz": [[0.824, -0.312, -0.799], [-1.569, -0.573, 0.447], [2.779, 0.654, 0.401], [0.473, 0.634, -1.567], [-1.844, 0.643, 0.171], [1.376, 0.149, 0.440], [-2.637, -1.940, -0.229], [-0.977, 2.069, 0.287], [0.660, -1.432, -0.894], [-0.666, -0.638, 0.900], [3.282, 0.189, -0.475], [2.739, 1.708, 0.164], [3.299, 0.570, 1.380], [0.062, 0.373, -2.404], [-2.735, 0.796, -0.339], [0.406, 1.376, 0.498], [1.354, -0.599, 1.224], [-3.856, -1.244, -0.250], [-2.970, -2.423, 1.047]],
  "charge": 1,
  "e_lumo_ev": [-4.3689, -4.3692],
  "e_homo_ev": [-12.8492, -12.8489],
  "e_tot_ev": -27873.577
}

(2)
{
  "formula": "C21H49BrMnN3O5",
  "method": "ωB97M-V/def2-TZVPD",
  "species": ["Mn", "Br", "C", "O", "C", "C", "N", "C", "C", "O", "C", "H", "H", "H", "H", "H", "H", "H", "H", "H", "H", "H", "H", "H", "H", "H", "C", "O", "C", "C", "N", "C", "C", "O", "C", "H", "H", "H", "H", "H", "H", "H", "H", "H", "H", "H", "H", "H", "H", "H", "C", "C", "C", "C", "C", "C", "N", "O", "C", "C", "C", "H", "H", "H", "H", "H", "H", "H", "H", "H", "H", "H", "H", "H", "H", "H", "H", "H", "H", "H"],
  "xyz": [[-3.626, 4.774, 1.944], [-2.225, 0.708, 0.092], [-1.040, 6.087, 0.205], [-2.400, 6.119, -0.198], [-2.753, 7.129, -1.072], [-3.829, 6.510, -1.907], [-4.851, 6.082, -0.930], [-5.716, 4.996, -1.476], [-6.635, 4.623, -0.321], [-5.962, 4.433, 0.919], [-6.760, 3.790, 1.903], [-0.990, 5.297, 0.954], [-0.575, 6.950, 0.683], [-0.442, 5.800, -0.659], [-1.903, 7.510, -1.639], [-3.062, 8.031, -0.544], [-3.419, 5.599, -2.344], [-4.138, 7.160, -2.725], [-5.557, 6.788, -1.084], [-5.082, 4.146, -1.727], [-6.176, 5.245, -2.432], [-7.128, 3.663, -0.479], [-7.464, 5.330, -0.349], [-7.636, 4.404, 2.109], [-6.282, 3.744, 2.882], [-7.203, 2.824, 1.660], [1.574, -3.581, 8.635], [0.646, -3.605, 7.481], [1.044, -4.507, 6.444], [0.442, -4.088, 5.088], [-1.007, -3.674, 5.223], [-1.962, -4.711, 4.837], [-3.343, -4.257, 5.267], [-3.286, -3.676, 6.527], [-4.616, -3.634, 7.069], [1.355, -2.765, 9.324], [2.594, -3.464, 8.267], [1.570, -4.411, 9.342], [0.559, -5.460, 6.654], [2.119, -4.663, 6.353], [0.452, -4.776, 4.243], [0.908, -3.169, 4.729], [-0.981, -3.042, 4.436], [-1.709, -5.687, 5.250], [-1.960, -4.743, 3.747], [-3.842, -5.224, 5.332], [-3.817, -3.602, 4.536], [-5.324, -3.028, 6.505], [-4.619, -3.157, 8.049], [-5.080, -4.598, 7.281], [6.157, 0.074, -3.040], [5.195, -0.270, -4.223], [6.112, -0.192, -5.566], [5.504, -1.111, -6.666], [5.181, -2.569, -6.161], [4.313, -2.525, -4.920], [4.626, -1.637, -3.929], [3.950, -1.736, -2.714], [2.879, -2.290, -5.540], [4.420, -4.034, -4.424], [4.085, 0.797, -4.350], [5.680, 0.497, -2.156], [6.729, -0.804, -2.739], [6.812, 0.913, -3.276], [6.004, 0.882, -5.721], [7.184, -0.291, -5.394], [4.628, -0.603, -7.069], [6.225, -1.222, -7.476], [6.182, -2.942, -5.944], [4.706, -3.051, -7.016], [2.464, -2.981, -6.274], [2.761, -1.317, -6.016], [2.027, -2.310, -4.861], [5.434, -4.309, -4.134], [3.888, -4.666, -5.135], [3.789, -4.119, -3.539], [3.714, 0.789, -3.325], [4.242, 1.817, -4.701], [3.189, 0.436, -4.855], [3.056, -1.449, -2.915]],
  "charge": 1,
  "e_lumo_ev": [-7.6527, -7.3324],
  "s2": 8.759,
  "multiplicity": 6,
  "e_homo_ev": [-9.1928, -9.1928],
  "e_tot_ev": -138623.963
}

(3)
{
  "formula": "C3H2ClFS2",
  "method": "ωB97M-V/def2-TZVPD",
  "species": ["C", "C", "C", "H", "H", "F", "S", "S", "Cl"],
  "xyz": [[1.611, -0.083, -0.507], [0.361, -0.467, -0.039], [-2.406, -0.093, 0.813], [-0.052, -1.424, -0.149], [-3.182, 0.764, 1.072], [2.573, -0.910, -0.948], [-0.856, 0.787, 0.421], [-2.559, -1.651, 0.734], [2.195, 1.561, -0.734]],
  "e_lumo_ev": -0.6270,
  "smiles": "F/C(Cl)=C/SC=S",
  "e_homo_ev": -8.9168,
  "e_tot_ev": -40051.787
}

(4)
{
  "formula": "C4H8O2",
  "method": "ωB97M-V/def2-TZVPD",
  "species": ["O", "C", "C", "C", "C", "O", "H", "H", "H", "H", "H", "H", "H", "H"],
  "xyz": [[1.815, 1.012, 0.536], [1.675, -0.246, -0.082], [0.286, -0.846, 0.151], [-0.785, -0.095, -0.608], [-1.959, 0.485, 0.047], [-0.872, 1.312, -0.349], [1.003, 1.509, 0.353], [1.875, -0.189, -1.165], [2.444, -0.894, 0.352], [0.270, -1.897, -0.165], [0.076, -0.823, 1.226], [-0.864, -0.329, -1.671], [-2.082, 0.360, 1.122], [-2.881, 0.641, -0.512]],
  "e_lumo_ev": 1.0803,
  "smiles": "OCC[C@H]1CO1",
  "e_homo_ev": -10.0941,
  "e_tot_ev": -8371.254
}